# C2HBrO

A 2-piece molecular cluster, C2HBrO overall in a non-equilibrium geometry (ωB97M-V with the def2-TZVPD basis set, OMol25).

XYZ file:
```
5
Properties=species:S:1:pos:R:3:mulliken_charge:R:1
Br 2.302 0.110 0.025 0.05
O -0.261 3.328 -0.152 -0.20
C -0.210 2.286 0.356 0.17
C 0.559 0.309 -0.432 -0.23
H -0.044 -0.633 -0.272 0.22
```

The max |F| comes out at 0.064 Eh/bohr. For the molecular weight, the calculation gives 120.9 g mol⁻¹. Its multiplicity is 1. The calculation puts the total energy at -2725.90386 a.u. The calculation puts the frontier orbital gap (alpha / beta) at 7.6 / 7.6 eV.